No. 1
The following is a quantum chemistry calculation of C8H8ClFN2O2S in the gas phase, from the OMol25 dataset.

As for the SMILES: C[C@@]1(F)c2c(Cl)ccc(N)c2NS1(=O)=O. As for the LUMO energy: 0.020 Eh. The energy relative to the best compared isomer or geometry (same formula, charge and spin) is 0.00 kcal/mol. As for the charge: 0. As for the HOMO energy: -0.3044 Ha. For the gap between HOMO and LUMO, the calculation gives 0.3242 Eh.

```
23
C8H8ClFN2O2S (ωB97M-V/def2-TZVPD)
Cl 0.703 -3.539 -0.335
S 2.557 1.047 -0.538
F 3.114 -1.522 -0.661
O 3.213 0.957 -1.814
O 3.081 1.844 0.557
N -1.813 1.605 -1.246
N 0.906 1.602 -0.672
C 2.345 -1.065 1.490
C -1.329 -1.941 -0.597
C -1.191 0.446 -0.889
C -1.958 -0.699 -0.700
C 2.266 -0.729 0.064
C 0.175 0.334 -0.693
C 0.066 -2.030 -0.560
C 0.791 -0.843 -0.413
H 0.748 2.211 0.119
H 2.494 -2.182 1.458
H -1.243 2.363 -1.287
H -2.808 1.534 -1.287
H 1.506 -0.893 2.048
H -3.044 -0.640 -0.902
H 3.169 -0.716 1.958
H -1.969 -2.808 -0.659
```

No. 2
The following is a quantum chemistry calculation of C8H8ClNS in the gas phase, from the OMol25 dataset.

As for the LUMO energy (spin up / spin down): -0.021 / -0.024 Eh. The energy relative to the best compared isomer or geometry (same formula, charge and spin) is 66.66 kcal/mol. As for the charge: 0. As for the HOMO energy (spin up / spin down): -0.2996 / -0.3044 Ha. For the gap between HOMO and LUMO (spin up / spin down), the calculation gives 0.2782 / 0.2808 Eh.

```
19
C8H8ClNS (ωB97M-V/def2-TZVPD)
Cl -2.263 -1.624 1.334
S -0.662 -1.466 -1.164
N 3.427 -0.782 0.858
C -2.712 0.379 -0.372
C 3.221 -1.762 0.011
C 2.016 -1.869 -0.605
C 0.110 1.025 0.775
C 1.199 0.080 0.497
C 0.968 -0.992 -0.397
C 2.519 0.137 1.001
C -1.718 -0.780 -0.034
H -3.523 -0.077 -1.150
H 3.990 -2.407 -0.043
H -2.264 1.083 -1.032
H 2.669 1.106 1.590
H 1.957 -2.777 -1.306
H -0.163 1.544 1.648
H -3.281 0.872 0.420
H -0.381 1.689 0.103
```

No. 3
The following is a quantum chemistry calculation of a molecular structure, C8H8CrN2O4S, from the OMol25 dataset.

As for the LUMO energy (spin up / spin down): -0.591 / -0.588 Eh. As for the charge: +3. The expectation value of S² is 4.2210. Its spin multiplicity is 4. As for the HOMO energy (spin up / spin down): -0.7747 / -0.7746 Ha. For the gap between HOMO and LUMO (spin up / spin down), the calculation gives 0.1838 / 0.1865 Eh.

```
24
C8H8CrN2O4S (ωB97M-V/def2-TZVPD)
Cr 0.143 -0.883 0.509
S 0.466 -2.339 2.132
O -2.750 -0.132 0.119
O 2.643 0.706 0.047
O 0.305 -1.615 -2.386
O -0.948 5.103 0.481
N -1.026 -0.984 3.919
N 1.250 -0.786 4.155
C 1.562 0.279 0.252
C -0.130 1.229 4.446
C -1.306 0.286 4.577
C 0.205 -1.292 3.477
C 1.162 0.534 4.800
C -0.471 4.180 0.010
C -1.585 -0.232 0.298
C 0.250 -1.456 -1.220
H 2.039 1.112 4.504
H 1.207 0.395 5.890
H -0.070 1.642 3.428
H -1.517 0.106 5.634
H -2.208 0.705 4.104
H 2.170 -1.112 3.850
H -1.789 -1.487 3.490
H -0.275 2.074 5.117
```

No. 4
The following is a quantum chemistry calculation of C8H8N2 in the gas phase, from the OMol25 dataset.

As for the SMILES: Cc1cccc2c[nH]nc12. As for the LUMO energy: 0.024 Eh. The energy relative to the best compared isomer or geometry (same formula, charge and spin) is 46.81 kcal/mol. As for the charge: 0. As for the HOMO energy: -0.2881 Ha. For the gap between HOMO and LUMO, the calculation gives 0.3124 Eh.

```
18
C8H8N2 (ωB97M-V/def2-TZVPD)
N 0.870 -0.215 1.682
N 0.035 0.411 2.504
C -1.364 0.135 -1.743
C 2.100 -1.039 -0.580
C -1.052 0.567 0.568
C -1.124 0.922 1.920
C -0.072 -0.497 -1.807
C 0.138 -0.151 0.514
C -1.804 0.707 -0.545
C 0.716 -0.569 -0.670
H -2.079 0.182 -2.630
H 2.549 -1.223 -1.559
H -1.709 1.714 2.468
H 2.044 -1.867 0.027
H 0.255 -0.892 -2.769
H 0.446 0.711 3.303
H -2.645 1.390 -0.602
H 2.696 -0.285 -0.082
```

No. 5
The following is a quantum chemistry calculation of C8H8N2O in the gas phase, from the OMol25 dataset.

As for the SMILES: OCc1nc2ccccc2[nH]1. As for the LUMO energy: 0.021 Eh. The energy relative to the best compared isomer or geometry (same formula, charge and spin) is 17.39 kcal/mol. As for the charge: 0. As for the HOMO energy: -0.3098 Ha. For the gap between HOMO and LUMO, the calculation gives 0.3311 Eh.

```
19
C8H8N2O (ωB97M-V/def2-TZVPD)
O 1.287 -3.228 0.791
N 0.096 -0.897 0.712
N 0.977 -0.257 -1.266
C 0.063 0.697 -0.783
C -0.243 1.911 -1.294
C -1.707 2.281 0.605
C 0.992 -1.192 -0.343
C -1.362 1.079 1.148
C 1.718 -2.469 -0.294
C -1.129 2.715 -0.612
C -0.441 0.313 0.452
H -1.694 0.811 2.132
H 2.821 -2.334 -0.115
H 0.660 -3.887 0.503
H -0.076 -1.431 1.540
H -2.356 2.952 1.171
H 0.120 2.274 -2.203
H 1.656 -3.021 -1.181
H -1.383 3.685 -0.962
```

No. 6
The following is a quantum chemistry calculation of C8H8N2O in the gas phase, from the OMol25 dataset.

As for the SMILES: COc1cccc2c[nH]nc12. As for the LUMO energy: 0.032 Eh. The energy relative to the best compared isomer or geometry (same formula, charge and spin) is 51.70 kcal/mol. As for the charge: 0. As for the HOMO energy: -0.2782 Ha. For the gap between HOMO and LUMO, the calculation gives 0.3103 Eh.

```
19
C8H8N2O (ωB97M-V/def2-TZVPD)
O 2.234 0.142 -0.267
N -1.517 -2.004 -0.120
N -0.227 -1.756 -0.105
C -1.669 1.557 0.069
C 0.940 0.511 -0.181
C -1.466 0.196 -0.064
C 2.637 -1.103 0.162
C -0.628 2.412 -0.041
C -2.297 -0.925 -0.083
C 0.663 1.865 -0.147
C -0.158 -0.424 -0.132
H 1.556 2.548 -0.132
H -2.646 1.912 0.299
H -0.636 3.473 0.113
H 3.741 -1.077 0.101
H -3.400 -1.058 -0.184
H -1.739 -2.981 0.047
H 2.295 -1.886 -0.541
H 2.316 -1.402 1.203
```

No. 7
The following is a quantum chemistry calculation of C8H8N2O3S in the gas phase, from the OMol25 dataset.

As for the LUMO energy (spin up / spin down): -0.039 / -0.040 Eh. The energy relative to the best compared isomer or geometry (same formula, charge and spin) is 131.68 kcal/mol. As for the charge: 0. As for the HOMO energy (spin up / spin down): -0.2786 / -0.2883 Ha. For the gap between HOMO and LUMO (spin up / spin down), the calculation gives 0.2392 / 0.2487 Eh.

```
22
C8H8N2O3S (ωB97M-V/def2-TZVPD)
S 3.033 0.018 -0.459
O 2.793 1.206 -1.203
O -2.167 2.859 0.252
O 3.409 -1.173 -1.177
N 0.484 -0.371 -0.076
N -1.216 1.894 -0.012
C -1.661 0.693 -0.264
C -3.477 -0.874 -0.491
C -0.787 -0.498 -0.282
C -3.047 0.440 -0.531
C 4.189 0.378 0.869
C -2.617 -1.982 -0.473
C 1.569 -0.342 0.410
C -1.285 -1.778 -0.514
H -1.777 3.682 0.629
H 5.070 1.003 0.764
H -2.962 -2.974 -0.283
H -3.835 1.171 -0.457
H 3.433 0.957 1.434
H -4.599 -1.135 -0.528
H -0.502 -2.485 -0.277
H 4.482 -0.641 1.260
```

No. 8
The following is a quantum chemistry calculation of a gas-phase ion, C8H8N3O2S (charge -1), from the OMol25 dataset.

As for the SMILES: C=C=NC(/N=C\C=C(/[O-])OC)=N/C=S. As for the LUMO energy: 0.110 Eh. The energy relative to the best compared isomer or geometry (same formula, charge and spin) is 27.36 kcal/mol. As for the charge: -1. As for the HOMO energy: -0.1474 Ha. For the gap between HOMO and LUMO, the calculation gives 0.2575 Eh.

```
22
C8H8N3O2S (ωB97M-V/def2-TZVPD)
S 4.329 1.009 3.186
O -2.119 -1.182 -0.343
O -0.381 -0.902 1.145
N 2.089 0.141 -0.431
N 0.736 1.917 -0.005
N 2.452 1.446 1.459
C -1.272 1.901 -1.466
C -0.815 -0.906 0.000
C 3.235 0.498 2.020
C -0.085 -0.727 -1.274
C -0.210 1.726 -0.733
C 1.285 -0.461 -1.301
C -2.878 -1.653 0.685
C 1.726 1.047 0.423
H -2.245 2.210 -1.242
H -1.161 1.699 -2.513
H -3.371 -2.613 0.442
H 1.831 -0.947 -2.164
H -2.125 -1.789 1.435
H 3.185 -0.475 1.745
H -0.512 -1.077 -2.199
H -3.696 -0.861 1.131
```

No. 9
The following is a quantum chemistry calculation of 2 unconnected molecules or ions with the total composition C8H8N3S, from the OMol25 dataset.

As for the LUMO energy: -0.207 Eh. The energy relative to the best compared isomer or geometry (same formula, charge and spin) is 70.21 kcal/mol. As for the charge: +1. As for the HOMO energy: -0.4849 Ha. For the gap between HOMO and LUMO, the calculation gives 0.2780 Eh.

```
20
C8H8N3S (ωB97M-V/def2-TZVPD)
S -0.356 -0.622 -3.912
N 1.447 2.032 -3.196
N 1.788 2.039 -2.046
N 1.062 1.738 -4.223
C -0.522 -0.489 1.797
C 0.610 -1.042 1.143
C -0.209 -0.481 -2.398
C -1.476 0.171 0.948
C -1.414 0.041 -0.430
C 0.735 -1.188 -0.217
C -0.267 -0.570 -1.013
C -0.679 -0.525 3.258
H 0.216 -0.093 3.731
H 2.561 2.690 -1.876
H -2.199 0.734 1.407
H -2.133 0.525 -1.071
H -0.492 -1.656 3.434
H 1.523 -1.609 -0.738
H 1.430 -1.495 1.713
H -1.625 -0.199 3.689
```

No. 10
The following is a quantum chemistry calculation of 2 unconnected molecules or ions with the total composition C8H8N4O4, from the OMol25 dataset.

As for the SMILES: O=c1cc[nH]c(=O)[nH]1.O=c1cc[nH]c(=O)[nH]1. As for the LUMO energy: -0.011 Eh. The energy relative to the best compared isomer or geometry (same formula, charge and spin) is 103.71 kcal/mol. As for the charge: 0. As for the HOMO energy: -0.3528 Ha. For the gap between HOMO and LUMO, the calculation gives 0.3418 Eh.

```
24
C8H8N4O4 (ωB97M-V/def2-TZVPD)
O 2.446 4.052 -0.160
O 2.457 1.674 3.723
O -2.385 0.510 -1.533
O -0.950 -2.910 1.164
N 0.770 2.480 0.128
N -1.354 -1.217 -0.339
N 2.149 2.923 1.874
N -1.227 -3.455 -1.091
C 1.960 1.733 2.571
C 1.890 3.160 0.579
C 0.417 1.190 0.594
C -1.843 -0.671 -1.446
C -1.532 -1.582 -2.536
C -1.207 -2.572 -0.002
C -1.244 -2.887 -2.333
C 0.979 0.737 1.841
H -1.337 -0.716 0.490
H -0.956 -3.761 -3.049
H 3.096 3.341 2.237
H -0.617 0.948 -0.032
H -2.108 -1.219 -3.514
H 0.479 -0.028 2.558
H -0.579 -4.350 -0.886
H 0.693 2.620 -0.839
```

> Which formula does entry 2 have?

C8H8ClNS

> Among the records above, which one has the highest charge?

C8H8CrN2O4S